Density functional theory data (wB97M-V/def2-TZVPD) for a 15-piece molecular cluster, C56H126O34 overall.

The geometry in XYZ format:
```
216
Properties=species:S:1:pos:R:3:forces:R:3:lowdin_charge:R:1
O 0.232369 1.079444 -1.094763 1.00 -0.58 -0.16 -0.20
O 3.286869 -4.260844 -0.277616 0.24 -1.85 0.95 -0.18
O -5.172102 2.694146 1.568151 -0.37 -0.37 0.31 0.06
O 0.741504 7.311816 0.877724 -0.42 -0.07 0.58 -0.23
O 6.275233 -0.750588 3.531146 0.41 0.64 0.26 -0.18
O -4.736262 0.513927 1.663706 -1.19 -0.36 0.42 0.03
O -0.177083 2.107353 -5.068530 0.39 -0.64 0.14 -0.19
O -5.609691 -3.583151 0.172563 1.64 -0.90 -0.81 -0.21
O -1.331627 5.122041 -2.040578 -0.12 -0.87 -0.75 -0.20
O 4.443326 4.502158 -4.756986 0.06 0.40 -0.80 0.06
O 1.295361 4.601005 0.386406 -0.38 -0.05 -0.55 -0.20
O 1.202626 -0.899462 1.359610 -0.95 0.59 -0.74 -0.18
O 5.057397 0.895339 -8.117445 1.37 -0.57 0.01 -0.18
O -3.983528 -1.402977 -2.127576 -0.21 0.40 0.42 -0.20
O 0.956160 -4.316031 5.718928 -0.46 -0.08 0.10 0.04
O -0.595725 -3.725623 -1.549412 0.43 -0.50 0.70 0.03
O -1.397469 -4.419352 -3.446769 -0.38 -0.53 -1.69 0.07
O 0.520949 -3.277334 -3.433046 0.96 0.70 -0.89 0.17
O -1.826275 1.422719 3.929720 1.42 0.76 1.45 -0.21
O -3.209123 -3.074113 3.454282 0.15 -0.62 -0.08 -0.18
O 0.349259 -2.213751 5.801214 -1.24 1.55 0.54 0.06
O 4.293721 3.379027 -2.836988 0.28 -0.99 -1.30 0.01
O 4.562141 1.266243 2.234014 0.90 0.20 0.01 -0.15
O -0.784682 7.163813 -4.126200 -0.72 -0.70 2.02 -0.19
O -4.247021 -1.870177 5.838056 -0.67 0.15 -1.29 -0.19
O -2.897042 -6.386341 1.540045 0.57 -0.62 -0.40 -0.19
O 2.343768 -2.696525 5.081279 4.58 1.24 -1.28 0.20
O -6.880487 1.237850 1.689991 -1.54 -0.53 0.16 0.18
O 4.280935 5.550045 -2.756660 -0.40 2.57 0.32 0.17
O 4.005696 -4.639411 2.734899 -0.07 -0.86 -1.70 -0.21
O -0.727327 2.751004 -8.014069 0.91 0.73 0.33 -0.19
O -0.282227 -5.550893 2.407613 0.18 1.23 -0.74 -0.20
O -4.055488 3.325624 5.021690 1.16 0.05 0.06 -0.21
O 2.863657 0.645885 -6.445295 -0.59 -0.62 -0.48 -0.21
C -0.090820 2.956452 -9.275886 1.01 -0.64 0.66 -0.11
C 0.075270 8.341162 1.632207 1.55 0.25 -1.19 -0.08
C 4.154277 0.181464 2.935955 -2.84 -2.21 1.02 -0.28
C -0.254724 3.676185 -6.997107 -0.13 -1.06 0.46 -0.15
C 6.101125 -1.976564 2.897776 2.57 -0.56 -1.24 -0.13
C -0.394585 -3.768996 -2.883362 -0.63 0.10 1.14 -0.63
C 1.111981 -2.159549 1.964847 -0.39 0.10 1.13 -0.11
C -1.704033 2.840105 4.346667 -0.29 -1.06 -0.79 -0.18
C -2.257365 -6.567628 2.798503 -3.69 -1.33 0.52 -0.22
C -0.977827 6.446746 -1.738446 -0.39 0.56 0.03 -0.21
C -0.498735 -4.317765 5.619713 0.21 -0.96 0.16 -0.07
C -0.047737 -0.318470 0.948074 -0.68 0.00 0.66 -0.19
C 1.511688 0.571454 -1.627058 -1.00 2.03 0.04 -0.02
C -0.144408 7.089050 -2.835938 1.05 -0.39 -0.45 -0.18
C 1.427912 6.427395 1.776929 -0.60 0.79 0.52 -0.20
C -2.678397 3.204045 5.448078 -0.46 0.94 0.62 -0.18
C -4.400200 -2.068181 7.201018 1.67 -1.92 -0.60 -0.12
C -3.497579 1.120014 1.359842 -0.45 1.22 -0.71 -0.12
C 4.568526 -4.335224 0.346341 -1.20 1.63 0.30 -0.17
C 0.566324 3.020058 -5.831763 -0.98 0.38 -1.27 -0.19
C 1.132303 -5.427672 2.343755 -0.58 -1.08 1.26 -0.07
C -3.767758 2.587338 1.809890 0.44 -0.73 -0.15 -0.08
C -0.872720 -2.899586 6.089227 1.06 -1.26 1.15 -0.08
C 4.272557 -5.504054 3.809777 0.34 2.80 1.92 -0.12
C 4.575120 2.335599 -3.800502 -0.78 1.49 -1.66 -0.04
C 4.061398 1.330177 0.922587 0.48 0.83 1.14 -0.07
C 4.305611 4.607067 -3.446416 0.72 -2.66 0.60 -0.62
C -4.307337 -6.252255 1.647740 0.75 1.69 0.78 -0.09
C -1.753600 4.263647 -0.986295 0.18 0.33 -0.37 -0.09
C -0.642672 0.753569 4.422212 -0.01 -0.69 -0.38 -0.10
C -5.732042 1.451919 1.659063 2.22 0.79 -0.35 -0.56
C -4.104590 -2.175731 -0.920981 1.30 0.75 -1.67 -0.21
C 0.163548 1.053869 0.325813 -0.06 -0.07 0.28 -0.20
C -2.543454 -2.387690 2.450331 1.17 1.03 -0.19 -0.09
C -0.931601 2.640596 -4.006266 0.16 2.00 -1.30 -0.08
C -5.435624 -2.824539 -1.011403 -1.49 0.21 1.20 -0.18
C -2.306046 -4.944822 -2.491214 0.78 1.27 1.86 -0.06
C -1.372616 -4.891171 -1.216614 -1.41 0.64 -0.64 -0.07
C 3.122992 -3.206338 -1.142421 1.76 0.90 -0.24 -0.12
C 5.768039 -0.319504 -8.315423 0.06 0.01 1.37 -0.09
C 2.051007 -0.234083 -5.649296 0.45 0.09 0.10 -0.08
C -6.906213 -3.808768 0.569965 -0.37 1.05 1.72 -0.13
C 3.784700 0.852868 -8.643600 -0.56 1.65 -0.22 -0.24
C 4.514902 -5.249303 1.538579 0.71 0.54 0.48 -0.20
C -5.021688 2.707648 5.864194 2.45 -0.62 0.91 -0.08
C 2.240130 5.472398 0.947991 0.05 -0.23 0.19 -0.19
C 5.083222 -0.203044 4.059504 -0.02 0.02 -0.49 -0.18
C 1.345691 -3.036603 5.529501 -3.34 -1.79 0.62 -0.65
C 1.651208 4.207544 -0.906830 0.12 -0.15 -1.18 -0.11
C -0.045908 7.823049 -5.081877 -0.71 0.58 -1.51 -0.16
C -0.840874 -6.796712 2.688579 1.94 0.13 -0.17 -0.23
C -4.515461 -2.641523 3.620862 -0.90 0.88 0.16 -0.21
C -4.880045 -2.857218 5.050656 0.03 -0.67 0.52 -0.21
C -2.740716 -0.687992 -2.192124 0.19 -2.24 1.08 -0.06
C 4.479953 3.132592 -5.248911 -1.09 0.01 3.37 -0.01
C 2.753528 0.203430 -7.789001 -1.27 -0.72 0.17 -0.23
H -2.591316 2.429351 6.248330 -0.04 0.68 -0.35 0.13
H 4.063197 -0.756979 2.340045 0.18 0.58 -0.33 0.11
H 5.368001 -4.658315 -0.309887 0.01 -0.30 -0.59 0.12
H -2.734229 0.655549 1.932289 0.62 -0.33 0.44 0.07
H -6.168609 -2.027747 -0.931381 -0.28 0.46 -0.43 0.13
H 2.797884 6.036520 0.160932 -0.43 -0.25 0.50 0.14
H -3.145487 -4.230029 -2.375799 0.28 -0.64 -0.22 0.12
H 0.254610 1.220412 4.009896 0.05 0.27 0.18 0.09
H -0.745378 -5.759232 -1.146097 0.47 -0.44 -0.04 0.13
H -1.847458 -4.721983 -0.252832 -0.20 -0.04 -0.13 0.11
H 2.509795 3.541854 -0.863929 0.37 -0.03 -0.15 0.07
H -7.332147 -2.832496 0.862067 -0.34 -0.26 -0.07 0.10
H 3.831652 -3.265279 -1.981547 -0.32 -0.23 -0.35 0.10
H 0.341595 4.452364 -7.467771 0.18 0.20 0.04 0.10
H -0.678226 -0.983658 0.304600 0.75 0.20 0.24 0.13
H 1.571391 -5.828776 1.427761 -0.10 0.58 -0.22 0.10
H -5.960982 -2.996071 5.182782 -0.23 1.02 0.11 0.13
H -0.817127 -5.181464 6.261135 -0.12 1.02 -0.65 0.15
H 1.561379 -5.999520 3.172931 0.13 -0.18 0.10 0.09
H 3.053511 0.283148 3.272582 1.35 0.13 0.05 0.15
H 0.866230 9.096347 1.739907 -0.40 0.12 0.91 0.09
H 0.409977 -2.177840 2.813603 0.13 0.56 0.35 0.07
H 0.627892 6.004574 2.448134 0.90 -0.42 -0.66 0.14
H -4.015098 -1.504137 -0.039565 -0.24 -0.49 -0.40 0.11
H 0.856495 7.276436 -5.355934 0.37 0.06 0.09 0.08
H -4.908725 2.986620 6.960755 -0.32 -0.17 -1.33 0.11
H 1.737329 0.363139 -4.811324 -0.25 -0.03 0.43 0.05
H -4.920182 1.635729 5.720317 0.10 -0.46 0.52 0.08
H 5.360944 0.685450 4.626113 0.04 -0.21 0.27 0.13
H 5.437840 -1.078161 -7.565408 0.16 0.28 -0.64 0.10
H -0.582228 -0.268849 4.049162 -0.51 -0.05 -0.14 0.05
H -5.927575 2.937368 5.424758 -2.09 0.89 -0.36 0.06
H -3.275388 3.369332 1.214206 -0.02 -0.38 0.30 0.12
H 1.758319 0.475116 -8.188236 0.15 0.27 0.01 0.12
H 2.104261 -2.388432 2.375217 -0.25 -0.26 -0.44 0.09
H -1.672889 -3.011667 2.205020 -0.15 0.41 -0.23 0.09
H -0.704636 8.844414 1.071072 -0.23 -0.44 -0.42 0.08
H -0.701804 -0.037906 1.817483 0.72 -0.83 -0.10 0.09
H 1.150731 -0.616918 -6.167257 0.42 0.38 0.11 0.11
H -4.680161 -6.018035 0.650946 -0.11 -0.20 0.17 0.08
H -4.377515 -5.346610 2.279641 -0.90 -0.14 -0.24 0.08
H 1.310966 -4.402073 2.612961 0.57 0.19 -0.62 0.05
H -3.264510 -2.886655 -0.956270 -0.22 -0.02 0.68 0.10
H -2.439251 -5.744076 3.476124 -0.14 0.74 0.01 0.11
H 1.893278 5.065321 -1.592054 -0.13 -0.55 0.75 0.09
H -2.862282 0.148697 -2.843080 -0.23 1.06 0.21 0.07
H 3.847359 1.551246 -3.644367 -0.32 -0.06 -0.41 0.10
H 7.155770 -2.424916 2.875848 -1.40 0.25 0.22 0.11
H -2.034972 3.258539 -1.346781 0.22 0.54 -0.51 0.09
H 0.179706 8.844575 -4.744198 0.25 -0.06 -0.27 0.09
H -5.418852 -2.069490 7.495346 -0.99 0.63 0.69 0.08
H 4.015862 -6.182243 1.352987 -0.89 -0.38 -0.46 0.12
H -0.669886 3.006167 4.704913 -0.56 0.13 -0.18 0.12
H 0.832719 6.519804 -2.977514 -0.94 0.68 0.28 0.13
H -3.557233 2.677383 2.900387 -0.48 0.06 -1.05 0.09
H 5.663558 -0.696629 -9.323633 -0.19 -0.15 -0.36 0.08
H -6.831547 -4.411045 1.480340 -0.20 -0.06 -0.11 0.08
H -0.398769 -7.135769 3.624008 -0.17 -0.45 0.37 0.13
H 5.536982 -5.604394 1.684376 0.46 0.31 0.46 0.12
H -2.654492 4.670770 -0.524157 0.12 0.14 0.46 0.08
H -4.552939 -3.862273 5.375655 0.53 0.10 -0.18 0.13
H -5.678210 -3.377421 -1.930548 0.54 -0.09 0.15 0.14
H 3.458978 -2.307490 -0.624605 -0.45 0.65 0.12 0.07
H 2.671975 -1.082905 -5.324312 -0.28 0.09 -0.02 0.10
H 4.630440 -1.004596 4.653129 -0.38 0.44 0.33 0.12
H -0.604606 -7.506041 1.913665 0.12 -0.57 -0.47 0.13
H -0.695647 7.873702 -6.015819 0.80 0.06 1.13 0.11
H 1.063232 1.449869 0.857548 -0.53 0.16 -0.68 0.12
H 4.261576 0.444454 0.350016 -0.21 -0.73 -0.24 0.09
H -1.104321 -2.882742 7.166213 0.47 0.05 -0.15 0.13
H 5.432160 -2.643069 3.436648 -0.32 -0.10 -0.22 0.08
H 5.886783 -1.871319 1.795359 -0.43 -0.09 1.06 0.08
H -1.883996 7.091277 -1.629501 0.26 -0.47 0.14 0.14
H -2.379378 4.246490 5.817152 -0.20 -1.43 -0.10 0.15
H 0.292929 3.998970 -9.328214 -0.47 -0.57 -0.47 0.08
H -1.928806 2.900335 -4.384314 -0.06 0.06 0.30 0.10
H 4.692261 2.109097 0.581856 0.08 1.01 -1.33 0.09
H -2.605123 -5.915125 -2.815975 -0.29 -0.61 -0.04 0.12
H -0.364315 6.534391 -0.820138 -0.35 -0.19 -0.30 0.11
H -4.868649 -7.052553 2.154011 0.50 -0.27 -0.30 0.09
H -0.704062 -4.495010 4.551248 -0.34 0.04 0.43 0.11
H 0.079933 8.101100 -2.403982 0.03 -0.49 -0.71 0.14
H 4.824321 -3.273321 0.629662 0.01 -0.99 0.19 0.12
H 2.659537 -0.881522 -7.771895 0.84 -0.40 -0.26 0.12
H 0.830584 3.646940 -1.364779 0.03 0.10 0.21 0.07
H -1.144494 4.120499 -6.581355 -0.36 0.34 0.23 0.12
H -0.420306 3.588678 -3.729648 -0.62 -0.53 0.57 0.09
H -1.010679 1.944237 -3.205379 0.18 -0.56 0.64 0.05
H -3.684608 -1.396772 7.622082 -0.25 0.78 0.99 0.09
H 3.811589 0.552773 -9.696459 -0.34 -0.42 0.08 0.13
H 2.112645 -3.148140 -1.473245 -0.66 0.06 -0.25 0.06
H 1.050066 3.847226 -5.249749 -0.34 -0.65 -0.11 0.14
H -1.672533 -2.396979 5.620000 -0.88 0.24 -1.05 0.10
H -2.417642 -0.537747 -1.095363 0.05 0.44 -1.99 0.09
H -3.356700 0.957726 0.278329 0.30 0.49 0.26 0.12
H 0.659347 -2.945639 1.373443 0.49 -0.13 -1.03 0.08
H -4.637759 -1.569071 3.310323 0.08 -0.73 0.44 0.14
H -0.548544 0.648378 5.518735 -0.36 0.51 -0.30 0.10
H -0.331014 7.941211 2.544492 -0.07 0.05 0.58 0.08
H 2.084740 6.981806 2.450623 0.20 0.34 -0.03 0.12
H 3.919872 -6.503740 3.751239 -0.35 -1.05 -0.59 0.07
H 5.541756 1.917009 -3.652738 0.94 -0.07 0.26 0.11
H 5.367990 -5.445556 3.963559 -0.38 -0.55 0.34 0.10
H -4.010862 -3.088323 7.419845 -0.20 0.20 0.27 0.09
H -1.876483 3.396879 3.414688 0.20 0.27 0.55 0.12
H 3.541323 2.964936 -5.734807 -0.47 -0.37 -0.21 0.08
H -0.816196 2.690944 -10.045113 0.12 0.32 -0.08 0.08
H 1.885205 -0.244195 -1.052211 0.27 -0.64 0.36 0.07
H -3.126628 -2.129308 1.549576 -0.03 -0.67 0.37 0.07
H 5.264187 3.063176 -5.957506 0.99 -0.40 -0.24 0.11
H 0.809295 2.270504 -9.400775 -0.88 0.67 0.15 0.08
H -0.725637 1.660984 0.651250 0.84 -0.24 -0.70 0.12
H 2.192882 1.423386 -1.666100 0.40 -0.01 0.68 0.07
H 3.458092 1.901145 -8.641105 0.16 0.08 -0.23 0.13
H -7.569456 -4.290798 -0.115872 -0.24 -0.44 -0.87 0.08
H 1.280566 2.375499 -6.302034 0.95 -0.02 -0.26 0.09
H -2.830568 -7.417004 3.259239 0.90 0.19 0.01 0.14
H -2.034172 -1.341071 -2.760094 0.08 0.35 0.83 0.10
H -2.224792 -1.394431 2.855613 0.11 -0.55 -0.25 0.08
H 3.021680 1.629321 0.967085 -0.30 -0.13 -0.46 0.07
H 1.442828 0.361933 -2.685391 -0.83 -0.63 -0.11 0.07
H 3.742057 -4.999875 4.669591 0.73 -0.72 -0.59 0.10
H 2.984449 4.872155 1.516712 -0.32 0.52 0.02 0.14
H 6.823916 -0.111959 -8.131346 -0.10 0.01 -0.01 0.09
H -0.904835 4.107398 -0.324638 -0.27 0.19 0.68 0.06
H -5.199004 -3.226571 3.019886 -0.24 -0.24 -0.52 0.11
```
Forces are in eV/Å.

Values from the calculation:
Charge = 0
Frontier orbital gap = 9.32 eV
Energy relative to the best compared isomer or geometry (same formula, charge and spin) = 0.731 eV
E_HOMO = -8.9 eV